# 1
Computed, not measured: a 2-piece molecular cluster, C4H10FN2 overall at a distorted geometry, with ωB97M-V/def2-TZVPD.

energy relative to the best compared isomer or geometry (same formula, charge and spin) = 29.5 kcal/mol
frontier orbital gap = 11.2 eV
M = 105.14 g mol⁻¹
net charge = +1

Last column: natural (NBO) charge in e.
Cartesian coordinates (Å):
C 1.04114 2.04844 2.80100  -0.29
C 0.79766 1.83177 1.51205  -0.31
C 0.86365 -0.41653 0.17876  -0.27
C 0.02799 0.65221 0.90609  0.52
N -1.37538 -0.48671 -2.66859  -1.06
N 0.11859 0.59039 -0.63508  -0.62
F -1.13610 0.35654 1.38717  -0.27
H 1.69803 2.82339 3.23060  0.24
H 0.56020 1.38577 3.48755  0.21
H 1.26209 2.55798 0.81257  0.22
H 0.37352 -1.48322 0.12872  0.25
H 1.93338 -0.42155 0.29153  0.25
H -1.96385 0.30350 -2.97683  0.40
H -1.13307 -1.08144 -3.42494  0.41
H -0.55589 0.08057 -1.44513  0.47
H -2.11465 -1.09253 -2.09122  0.40
H 0.69058 1.29416 -1.06640  0.42

# 2
Computed, not measured: a 2-piece molecular cluster, C3H5FO2P overall at a distorted geometry, with ωB97M-V/def2-TZVPD.

energy relative to the best compared isomer or geometry (same formula, charge and spin) = 100.0 kcal/mol
frontier orbital gap = 5.7 eV
M = 123.04 g mol⁻¹
net charge = -1

Last column: natural (NBO) charge in e.
Cartesian coordinates (Å):
C 2.16286 0.52446 0.32092  1.02
C -1.05506 1.10598 -0.28133  -0.70
C -0.29746 -0.13308 0.20840  -0.27
O 2.70158 -0.36629 -0.19375  -0.60
O 1.95796 1.52218 0.84827  -0.59
F -0.42781 -0.08315 1.62075  -0.45
P -1.02164 -1.78873 -0.39000  0.10
H -1.24115 0.97295 -1.39970  0.19
H -0.44588 1.91737 -0.02061  0.21
H -1.96694 1.18423 0.38541  0.16
H -0.30530 -2.74674 0.35619  -0.03
H -0.06116 -2.10919 -1.45457  -0.03

# 3
Computed, not measured: an isolated molecule of C14H4ClF6N3O2 at a distorted geometry, with ωB97M-V/def2-TZVPD.

energy relative to the best compared isomer or geometry (same formula, charge and spin) = 0.0 kcal/mol
frontier orbital gap = 8.5 eV
SMILES string = O=C1c2cnc(Cl)nc2C(=O)N1c1cc(C(F)(F)F)cc(C(F)(F)F)c1
M = 395.65 g mol⁻¹

Last column: natural (NBO) charge in e.
Cartesian coordinates (Å):
O -0.06192 -2.28320 1.56513  -0.54
C 0.61072 -1.25302 1.61083  0.66
C 1.50140 -1.12412 2.71165  -0.21
C 1.70930 -1.85183 3.82311  0.13
N 2.62721 -1.45482 4.72365  -0.42
C 3.30557 -0.30911 4.51134  0.37
Cl 4.37631 0.22983 5.75585  0.08
N 3.11551 0.44704 3.41698  -0.40
C 2.17949 0.05785 2.52907  0.16
C 1.65847 0.65422 1.31102  0.64
O 2.04045 1.72740 0.87488  -0.49
N 0.67981 -0.20361 0.69925  -0.47
C -0.18427 0.09542 -0.42835  0.20
C -0.08007 1.28745 -1.14324  -0.19
C -0.91939 1.60089 -2.27756  -0.14
C -0.72737 2.87803 -3.05145  0.97
F -0.84400 3.93550 -2.20779  -0.31
F -1.57996 2.98253 -4.12572  -0.31
F 0.57169 2.84927 -3.50309  -0.32
C -1.90452 0.62979 -2.66489  -0.14
C -1.98624 -0.60931 -2.01055  -0.13
C -3.00138 -1.67878 -2.45862  0.98
F -2.77745 -2.93497 -1.97842  -0.32
F -2.95085 -1.79492 -3.79986  -0.32
F -4.23027 -1.35075 -2.11409  -0.31
C -1.12673 -0.82285 -0.91688  -0.20
H 1.21281 -2.80611 3.95988  0.23
H 0.61555 2.10720 -0.87782  0.27
H -2.63335 0.79219 -3.48719  0.25
H -1.19650 -1.79721 -0.44714  0.26

# 4
Computed, not measured: a 12-piece molecular cluster, C12H38FN12O22 overall, with ωB97M-V/def2-TZVPD.

frontier orbital gap = 9.0 eV
M = 721.50 g mol⁻¹
net charge = +1

Last column: Löwdin charge in e.
Cartesian coordinates (Å):
C -2.03682 -3.88287 -5.59136  0.07
N -1.09623 -3.83485 -4.43902  0.07
F -1.55672 -3.04312 -3.41874  0.05
H -2.28912 -4.92394 -5.77487  0.12
H -2.94622 -3.34417 -5.34360  0.12
H -1.56673 -3.47157 -6.47815  0.11
H -0.99929 -4.76819 -4.02542  0.20
H -0.13665 -3.50942 -4.66927  0.16
C 2.39283 -2.84847 -2.13222  0.05
N 2.08702 -4.10522 -2.86741  -0.38
O 1.56911 -4.01366 -3.98262  0.01
O 2.35441 -5.16133 -2.35464  0.09
H 2.07852 -2.01556 -2.74611  0.05
H 1.84883 -2.89251 -1.19241  0.12
H 3.46085 -2.82916 -1.94558  0.10
C 1.99645 -7.95207 -3.59939  0.02
N 1.60314 -9.11542 -4.44167  -0.45
O 1.07182 -8.87466 -5.51078  0.05
O 1.82909 -10.21808 -4.00181  0.09
H 1.72757 -7.05481 -4.14149  0.06
H 1.45843 -8.02654 -2.65904  0.10
H 3.06678 -8.00117 -3.42731  0.10
C -2.95591 -0.80481 -1.33198  0.05
N -2.97720 0.66660 -1.56733  -0.44
O -4.01955 1.25089 -1.38275  0.08
O -1.93141 1.17428 -1.92248  0.05
H -3.94732 -1.11548 -1.02431  0.10
H -2.66361 -1.27129 -2.26542  0.07
H -2.22281 -0.99566 -0.55385  0.11
C -3.95809 2.80817 1.96038  0.05
N -4.23384 1.57598 2.74853  -0.45
O -5.26709 1.51122 3.37088  0.09
O -3.38590 0.69957 2.70149  0.03
H -4.77901 3.49954 2.07814  0.07
H -3.02909 3.22561 2.33923  0.10
H -3.84703 2.50367 0.92335  0.08
C 4.29399 0.80271 0.49397  0.06
N 4.00001 -0.42933 -0.27915  -0.42
O 3.49422 -0.31737 -1.38311  0.04
O 4.26999 -1.49492 0.23615  0.07
H 3.99907 1.65296 -0.10913  0.10
H 3.72989 0.74686 1.42032  0.06
H 5.36033 0.81260 0.69925  0.11
C 1.77936 -0.63253 4.79852  0.06
N 2.29132 0.20250 3.68227  -0.42
O 3.46010 0.09441 3.36252  0.05
O 1.50660 0.95788 3.14087  0.05
H 2.59290 -1.24567 5.16634  0.10
H 1.40552 0.05736 5.54968  0.07
H 0.96987 -1.23926 4.40370  0.11
C -3.91797 7.12554 0.57812  0.06
N -4.60279 6.33135 1.63568  -0.44
O -4.37554 6.61850 2.78936  0.07
O -5.34500 5.43844 1.27071  0.04
H -3.29656 7.86863 1.06516  0.08
H -3.32646 6.43297 -0.01307  0.10
H -4.69056 7.58282 -0.03256  0.10
C 5.03376 -6.08354 -0.51727  0.05
N 4.23357 -6.78249 0.52412  -0.45
O 4.36433 -6.43357 1.67582  0.08
O 3.48537 -7.65684 0.13172  0.05
H 5.64630 -5.32677 -0.04126  0.10
H 5.64601 -6.82717 -1.01838  0.10
H 4.32028 -5.64104 -1.20397  0.06
C -2.83128 9.15820 5.24255  0.05
N -2.18158 9.56271 3.96522  -0.45
O -1.84009 10.71654 3.83719  0.08
O -2.04510 8.69289 3.12608  0.03
H -2.88885 10.02832 5.88490  0.10
H -3.81655 8.77510 4.99408  0.10
H -2.22045 8.37625 5.68249  0.10
C -0.13598 3.60230 4.95782  0.05
N -0.55136 2.52271 5.89374  -0.43
O -1.67045 2.55166 6.34517  0.10
O 0.28225 1.66746 6.13607  0.03
H -0.97019 4.28253 4.83427  0.09
H 0.72276 4.09937 5.39860  0.10
H 0.13919 3.12316 4.02226  0.09
C 0.59372 1.84386 -4.11755  0.05
N 1.51964 0.71765 -4.40944  -0.43
O 2.45277 0.91023 -5.14735  0.11
O 1.26999 -0.34898 -3.86480  0.01
H 0.93120 2.71896 -4.65929  0.10
H -0.39764 1.53694 -4.43512  0.10
H 0.61090 2.00565 -3.04422  0.10

# 5
Computed, not measured: a 2-piece molecular cluster, CHN4S overall at a distorted geometry, with ωB97M-V/def2-TZVPD.

energy relative to the best compared isomer or geometry (same formula, charge and spin) = 79.5 kcal/mol
frontier orbital gap = 4.5 eV
M = 101.11 g mol⁻¹
net charge = -1

Last column: natural (NBO) charge in e.
Cartesian coordinates (Å):
C -1.04873 -0.43115 -0.59009  -0.66
N -1.22625 -0.72910 -1.77444  -0.04
N -0.43320 -0.80225 2.48498  0.17
N -1.10433 -1.17687 -2.82552  -0.42
N -0.35577 -0.61332 3.59070  -0.13
S -0.18630 -0.63717 5.17563  -0.05
H -1.82478 0.13915 -0.04363  0.13

# 6
Computed, not measured: a 2-piece molecular cluster, C5H12O2 overall at a distorted geometry, with ωB97M-V/def2-TZVPD.

energy relative to the best compared isomer or geometry (same formula, charge and spin) = 82.7 kcal/mol
frontier orbital gap = 10.7 eV
SMILES string = CC[C@@H](O)CC=O.[H][H]
M = 104.15 g mol⁻¹

Last column: natural (NBO) charge in e.
Cartesian coordinates (Å):
C 2.34612 0.29671 1.24754  -0.61
C 0.90497 0.67639 0.85926  -0.43
C 0.46350 -0.20904 -0.36722  0.14
O 0.38759 -1.53488 0.03162  -0.72
C -0.91806 -0.00898 -1.44930  -0.49
C -1.52182 0.33952 -0.19680  0.39
O -1.95921 -0.46884 0.61885  -0.66
H 2.41317 -0.76354 1.51005  0.22
H 3.03855 0.48494 0.41937  0.20
H 2.70136 0.87807 2.10846  0.21
H 0.25488 0.51264 1.73286  0.22
H 0.86178 1.74831 0.63185  0.20
H 1.20279 -0.08135 -1.13862  0.20
H -0.45959 -1.62817 0.52038  0.49
H -1.04671 -1.01479 -1.85922  0.25
H -0.89676 0.74561 -2.25323  0.23
H -1.41748 1.41144 0.02643  0.14
H -3.18192 -0.58871 -1.57971  -0.06
H -3.17316 -0.79531 -0.86259  0.04

# 7
Computed, not measured: an isolated ion of composition C10H17N5 and charge +2 at a distorted geometry, with ωB97M-V/def2-TZVPD.

energy relative to the best compared isomer or geometry (same formula, charge and spin) = 81.2 kcal/mol
frontier orbital gap (spin up / spin down) = 6.5 / 6.5 eV
SMILES string = Cc1[nH]c(C#[N+]/C=C\N(N)C(C)C)c[nH+]1
M = 207.28 g mol⁻¹
net charge = +2

Last column: natural (NBO) charge in e.
Cartesian coordinates (Å):
C -0.16040 -0.13073 6.38582  -0.69
C -0.62181 0.18351 5.07130  0.47
N 0.19732 -0.02160 4.00626  -0.45
C -0.45526 0.18250 2.85472  0.01
C 0.18423 0.21311 1.62451  0.40
N 0.56521 0.07218 0.52706  -0.16
C 1.41608 -0.11203 -0.45361  -0.22
C 1.35383 0.00115 -1.82584  0.06
N 0.32841 0.23508 -2.64720  -0.09
N -0.84441 0.71055 -2.31580  -0.62
C 0.64709 -0.03351 -4.09163  -0.03
C -0.37049 0.51046 -5.07746  -0.65
C 0.80175 -1.48687 -4.16313  -0.62
C -1.76874 0.50622 3.21102  -0.02
N -1.80235 0.45914 4.57318  -0.44
H 0.79595 -0.76791 6.17223  0.26
H 0.06833 0.78526 6.95099  0.29
H -0.88879 -0.76799 6.96189  0.29
H 1.23828 -0.19151 4.02982  0.47
H 2.44082 -0.32800 -0.09762  0.26
H 2.31810 -0.21995 -2.27954  0.25
H -1.39242 1.25743 -3.08273  0.43
H -1.17526 0.80653 -1.38855  0.40
H 1.53448 0.48411 -4.19339  0.22
H -0.09590 1.48441 -5.52559  0.25
H -0.24472 -0.06693 -5.95768  0.26
H -1.39685 0.46391 -4.64523  0.21
H 1.49497 -1.67125 -4.95386  0.25
H -0.21821 -1.87966 -4.18465  0.23
H 1.32876 -1.90154 -3.32699  0.21
H -2.67502 0.56849 2.63348  0.27
H -2.60295 0.65546 5.20822  0.48